Record 1
{
  "formula": "C24H20N4O3S2",
  "method": "ωB97M-V with the def2-TZVPD basis set",
  "homo_ev": -7.5672,
  "symbols": ["C", "H", "O", "C", "C", "C", "C", "C", "C", "H", "H", "C", "N", "O", "C", "N", "C", "H", "H", "S", "C", "N", "C", "C", "C", "C", "S", "C", "H", "H", "H", "C", "H", "H", "H", "C", "O", "N", "C", "C", "C", "C", "C", "C", "H", "H", "H", "H", "H", "H", "H", "H", "H"],
  "positions_angstrom": [[6.63813, -4.27686, -0.99943], [7.66971, -4.18429, -1.11321], [6.14351, -2.97860, -1.73811], [4.96157, -2.67587, -1.70286], [4.07368, -3.31993, -1.12748], [2.72054, -3.13992, -1.20051], [2.40775, -2.03410, -1.74693], [3.40021, -1.05612, -2.55440], [4.72483, -1.50226, -2.44855], [5.45467, -0.89801, -2.73298], [3.05025, -0.32968, -3.11168], [1.03175, -1.50569, -2.15263], [0.65224, -0.17629, -2.41637], [-0.86470, -0.38157, -2.36321], [-1.05272, -1.36878, -1.75133], [-0.05196, -2.34835, -1.41017], [-2.48639, -1.71201, -1.15109], [-2.49068, -2.58188, -0.46174], [-3.20302, -2.02777, -2.28417], [-3.39878, -0.38321, -0.69197], [-2.04185, 0.39761, 0.29050], [-1.06400, -0.60857, 0.50921], [-0.14859, 0.03051, 1.21427], [-0.16633, 1.17217, 1.96036], [1.06334, 1.75561, 2.35535], [1.89777, 0.68527, 2.50633], [1.48359, -0.60429, 1.68054], [3.24200, 0.57808, 2.97686], [3.89019, -0.42440, 2.91596], [3.89120, 1.43197, 2.85419], [3.22845, 0.65320, 4.08899], [1.37078, 2.98402, 3.35412], [2.10383, 3.41558, 3.00406], [0.49827, 3.59195, 3.44024], [1.55038, 2.66348, 4.50453], [-1.46637, 2.06817, 1.64145], [-1.53164, 3.37814, 2.17736], [-2.39212, 1.35536, 1.05649], [-3.49516, 2.26872, 0.61775], [-4.41912, 2.30128, 1.57696], [-5.65636, 3.17113, 1.54763], [-5.76008, 3.48714, 0.17542], [-4.72562, 3.53835, -0.83640], [-3.57388, 2.88066, -0.49204], [-2.82987, 2.70970, -1.48220], [-5.06228, 4.14476, -1.77036], [-6.69471, 4.39545, 0.04632], [-6.36592, 3.46133, 2.31934], [-4.28991, 2.11205, 2.49621], [1.92239, -3.83815, -0.91989], [4.16055, -4.42157, -0.74633], [6.25703, -5.08142, -1.61470], [6.28204, -4.10670, -0.06739]],
  "forces_ev_per_a": [[-1.35, 2.68, -4.47], [1.63, 0.06, 0.08], [9.57, -4.11, 0.79], [0.33, 5.72, -3.43], [-5.71, -9.78, 5.27], [-1.10, -1.92, 1.30], [-2.12, 9.84, -7.83], [2.62, -8.26, 5.71], [-6.59, 0.54, 0.95], [3.51, 2.01, -1.68], [-1.66, 3.73, -2.38], [-2.32, -0.20, 5.55], [0.48, -4.86, -0.74], [2.74, 6.51, -3.08], [-1.46, -11.54, 6.66], [-0.49, 6.57, -5.40], [0.03, -2.85, -5.72], [0.40, 0.68, -0.67], [2.14, 0.42, 3.45], [-0.36, 3.28, 1.28], [-0.45, -10.36, -2.16], [-3.08, 5.26, -0.89], [4.34, -1.39, 3.31], [-4.50, 5.29, -2.99], [0.31, 0.29, 4.77], [1.14, 2.46, -1.06], [-2.67, -4.80, -3.41], [3.82, -1.13, 3.92], [-1.81, 2.09, -0.75], [0.19, 0.26, -1.03], [-0.37, -0.18, -0.11], [-7.66, -6.51, 4.18], [7.47, 4.75, -3.18], [-0.43, 0.64, -0.38], [-0.08, 0.21, -2.76], [6.70, 6.17, 7.68], [-0.55, -7.52, -3.64], [-2.19, 5.33, -1.36], [0.84, -4.75, 5.50], [-6.10, 5.00, -1.77], [4.02, -2.85, -4.63], [-3.24, 6.09, 0.47], [-3.54, 0.77, 1.01], [2.02, 2.15, -10.71], [-1.45, 0.53, 3.31], [1.42, -1.54, 1.60], [2.47, -3.05, -0.34], [0.41, -0.49, -0.14], [2.03, -2.78, 6.54], [0.69, 0.20, 0.29], [1.14, 2.17, -0.42], [-0.22, -0.40, 0.53], [-0.94, -0.42, 3.01]]
}



Record 2
{
  "formula": "C24H20N7O7V",
  "method": "ωB97M-V with the def2-TZVPD basis set",
  "spin_multiplicity": 2,
  "s_squared": 0.77,
  "homo_ev": [-18.6511, -18.6519],
  "total_charge": 3,
  "symbols": ["V", "C", "N", "C", "C", "C", "C", "C", "C", "N", "C", "C", "C", "C", "C", "C", "N", "C", "C", "C", "C", "C", "N", "H", "H", "H", "H", "H", "H", "H", "H", "H", "H", "H", "H", "H", "H", "H", "H", "H", "H", "O", "N", "O", "C", "C", "C", "C", "O", "C", "C", "N", "O", "O", "N", "O", "O", "H", "H"],
  "positions_angstrom": [[0.19962, -0.41961, 0.23219], [0.26314, 0.27129, 3.06210], [1.12506, -0.52603, 2.14718], [2.54127, -0.05905, 2.10581], [2.81659, 0.73225, 0.86649], [3.86981, 1.61927, 0.75374], [4.15445, 2.16428, -0.49118], [3.37903, 1.80444, -1.58633], [2.31888, 0.94063, -1.39591], [2.04347, 0.41916, -0.18798], [1.07349, -1.97810, 2.53540], [1.21507, -2.86367, 1.32999], [1.68739, -4.16003, 1.39069], [1.71139, -4.92143, 0.22693], [1.28081, -4.36490, -0.96972], [0.83591, -3.05798, -0.97385], [0.79413, -2.33908, 0.16255], [-1.16963, -0.07619, 2.75307], [-2.21729, 0.19809, 3.60886], [-3.49855, -0.19894, 3.24261], [-3.68974, -0.86555, 2.03703], [-2.59904, -1.08821, 1.21949], [-1.36488, -0.69156, 1.57023], [0.50448, 0.03114, 4.10123], [0.46088, 1.32977, 2.89367], [2.79514, 0.47521, 3.02250], [3.17425, -0.94833, 2.06313], [4.47169, 1.86469, 1.61835], [4.98110, 2.85305, -0.60728], [3.58527, 2.18899, -2.57510], [1.67815, 0.62987, -2.21237], [1.86075, -2.17813, 3.26381], [0.11704, -2.17151, 3.02029], [2.03411, -4.57065, 2.32972], [2.07339, -5.94098, 0.25590], [1.29596, -4.92782, -1.89231], [0.50953, -2.55692, -1.87514], [-2.03671, 0.68915, 4.55604], [-4.33729, -0.00260, 3.89780], [-4.66826, -1.20860, 1.73181], [-2.69247, -1.59433, 0.26628], [-3.45671, 5.02437, -3.45326], [-3.18081, 4.03331, -4.08699], [-3.37990, 3.80632, -5.25596], [-2.47158, 2.95024, -3.32515], [-2.12669, 1.79505, -4.00076], [-1.46897, 0.79318, -3.30151], [-1.19599, 0.96040, -1.94200], [-0.64991, -0.03140, -1.20999], [-1.54368, 2.15612, -1.30041], [-2.19698, 3.17023, -1.98538], [-1.19909, 2.36623, 0.09908], [-0.31480, 1.64421, 0.64007], [-1.72698, 3.25205, 0.68960], [-1.05094, -0.43596, -4.00204], [-0.07177, -1.00898, -3.53514], [-1.69677, -0.76329, -4.95629], [-2.36518, 1.68120, -5.05229], [-2.48062, 4.10560, -1.51932]],
  "forces_ev_per_a": [[-0.42, 0.79, -0.25], [0.07, -0.08, 0.15], [-0.16, -0.08, -0.37], [0.05, -0.04, 0.13], [0.20, 0.11, 0.07], [-0.04, -0.07, -0.02], [0.00, 0.00, 0.00], [-0.14, -0.10, 0.00], [0.12, 0.08, -0.23], [-0.24, -0.29, 0.22], [0.06, 0.01, 0.08], [0.07, -0.29, 0.11], [-0.01, 0.14, 0.00], [0.00, -0.01, 0.03], [-0.05, 0.12, -0.06], [0.08, -0.20, -0.05], [-0.01, 0.36, 0.08], [-0.02, 0.14, 0.25], [0.01, -0.16, -0.03], [0.02, -0.02, -0.06], [0.08, -0.01, -0.03], [-0.20, -0.08, -0.06], [0.22, 0.05, -0.05], [0.02, 0.06, -0.01], [-0.03, 0.01, 0.03], [-0.01, 0.04, -0.04], [0.06, 0.04, 0.04], [0.00, -0.01, 0.01], [0.00, 0.01, 0.00], [0.00, 0.00, 0.00], [0.04, 0.03, -0.04], [-0.05, -0.02, 0.05], [0.01, -0.06, 0.00], [-0.01, 0.00, 0.01], [0.00, 0.00, 0.00], [0.00, 0.00, 0.00], [-0.03, -0.04, -0.10], [0.02, 0.01, -0.01], [0.00, 0.00, 0.00], [0.00, 0.00, -0.01], [-0.05, 0.00, 0.01], [-0.01, -0.22, -0.15], [0.18, 0.01, -0.08], [-0.02, 0.09, 0.35], [-0.15, 0.23, 0.10], [0.10, -0.18, 0.10], [-0.07, 0.45, 0.34], [-0.02, -0.09, -0.14], [0.28, -0.41, 0.23], [0.02, -0.12, -0.30], [-0.01, -0.13, -0.27], [-0.31, 0.27, -0.09], [0.16, -0.15, 0.01], [0.23, -0.20, 0.00], [-0.06, -0.11, 0.05], [-0.17, 0.09, -0.18], [0.21, 0.02, 0.15], [-0.01, 0.00, -0.01], [0.00, 0.00, 0.02]]
}



Record 3
{
  "formula": "C24H21BClCsN10O6",
  "method": "ωB97M-V with the def2-TZVPD basis set",
  "spin_multiplicity": 2,
  "s_squared": 0.75,
  "homo_ev": [-5.6508, -5.6509],
  "total_charge": -1,
  "symbols": ["Cs", "C", "C", "N", "N", "C", "B", "N", "C", "C", "C", "N", "N", "C", "C", "C", "N", "N", "C", "C", "C", "N", "H", "H", "H", "H", "H", "H", "H", "H", "H", "H", "H", "H", "O", "C", "C", "O", "C", "C", "O", "C", "O", "O", "C", "C", "C", "C", "N", "C", "C", "H", "H", "H", "H", "H", "H", "H", "Cl", "C", "H", "H", "O", "N"],
  "positions_angstrom": [[-0.27932, 0.68114, 0.77480], [2.51205, -2.74497, 3.56339], [1.55960, -1.72247, 3.45672], [1.34009, -1.38389, 2.19322], [2.16141, -2.17512, 1.45850], [2.86550, -3.00310, 2.25867], [2.09271, -2.24542, -0.08293], [0.70745, -2.76272, -0.54755], [0.18981, -4.00121, -0.40775], [-1.10432, -3.98509, -0.87866], [-1.29485, -2.65849, -1.28862], [-0.21435, -1.92182, -1.08051], [2.35810, -0.89449, -0.79081], [2.41507, -0.78552, -2.13200], [2.75036, 0.51436, -2.44485], [2.86875, 1.13281, -1.18890], [2.62936, 0.28742, -0.19543], [3.22935, -3.19149, -0.54313], [4.50631, -2.80148, -0.76081], [5.27349, -3.93074, -0.93739], [4.35543, -4.98520, -0.79413], [3.13440, -4.53761, -0.54875], [2.88271, -3.22571, 4.45191], [1.01938, -1.21891, 4.24483], [3.55285, -3.72282, 1.84644], [0.79025, -4.79881, -0.00761], [-1.79919, -4.80590, -0.91983], [-2.16907, -2.20279, -1.72984], [2.21403, -1.63793, -2.75962], [2.88774, 0.94376, -3.42244], [3.10962, 2.16204, -0.96421], [4.76900, -1.75630, -0.77322], [6.32847, -3.98263, -1.14483], [4.52868, -6.04846, -0.86366], [-4.70459, 1.53567, 5.78247], [-4.27242, 1.31975, 4.68413], [-3.32625, 2.22167, 3.88759], [-2.79037, 3.22536, 4.28071], [-3.14976, 1.58457, 2.53485], [-3.86486, 0.38146, 2.56663], [-3.89951, -0.55933, 1.57203], [-4.56814, 0.11947, 3.78949], [-5.25915, -0.83267, 4.09639], [-2.44921, 2.07643, 1.62115], [-1.35188, 6.14205, -3.24663], [-1.47439, 4.74312, -2.71582], [-2.52673, 4.36168, -1.89531], [-2.57724, 3.06406, -1.40763], [-1.66171, 2.13833, -1.68681], [-0.64971, 2.50227, -2.47810], [-0.52010, 3.77401, -3.00962], [-2.26540, 6.71057, -3.07727], [-1.13994, 6.13949, -4.31660], [-0.53209, 6.66746, -2.75223], [-3.30200, 5.06655, -1.62216], [-3.37940, 2.76196, -0.74463], [0.08907, 1.73564, -2.69128], [0.32610, 4.00357, -3.64696], [-5.48906, 0.67314, -0.16977], [-3.92184, -0.12957, 0.25668], [-3.16080, 0.60931, 0.02395], [-3.84877, -1.01523, -0.36275], [1.63746, 2.75066, 2.18358], [1.86183, 3.63811, 1.50293]],
  "forces_ev_per_a": [[0.20, -0.26, -0.29], [0.05, 0.00, -0.06], [-0.16, 0.15, -0.04], [0.32, -0.45, 0.06], [-0.12, 0.13, -0.05], [0.05, 0.03, 0.04], [-0.07, -0.03, 0.01], [-0.08, 0.07, 0.00], [-0.03, -0.07, 0.03], [0.10, -0.03, 0.03], [-0.06, 0.12, 0.00], [0.07, -0.03, -0.01], [-0.10, -0.11, 0.10], [0.05, 0.18, -0.10], [-0.07, -0.17, 0.06], [0.01, 0.18, 0.10], [0.24, -0.12, -0.10], [0.16, 0.00, -0.01], [0.01, -0.06, -0.02], [-0.04, 0.07, 0.02], [-0.01, -0.05, 0.00], [-0.02, 0.03, -0.01], [0.00, 0.01, 0.00], [0.00, -0.01, -0.01], [0.00, 0.01, 0.01], [-0.01, 0.00, 0.00], [0.01, 0.00, 0.00], [0.01, -0.01, 0.00], [0.00, 0.01, 0.00], [0.00, 0.00, 0.00], [0.01, -0.02, -0.01], [0.01, -0.01, 0.00], [0.00, 0.00, 0.00], [0.00, 0.01, 0.00], [0.00, -0.01, 0.02], [0.03, 0.06, -0.05], [-0.03, 0.03, 0.07], [-0.04, 0.00, 0.02], [0.11, 0.27, -0.11], [-0.02, -0.15, -0.23], [-0.03, -0.02, 0.03], [-0.05, -0.01, 0.18], [0.02, 0.01, -0.03], [-0.56, 0.11, 0.31], [0.01, 0.04, -0.01], [-0.03, -0.05, 0.03], [0.04, 0.01, -0.03], [-0.01, -0.02, 0.05], [-0.02, 0.06, -0.04], [-0.12, 0.00, -0.01], [0.08, -0.04, -0.03], [0.00, -0.01, 0.00], [0.00, -0.01, 0.00], [-0.01, -0.01, 0.00], [0.00, 0.00, 0.00], [0.00, 0.01, 0.00], [0.02, 0.01, 0.00], [-0.01, 0.01, 0.01], [-0.03, 0.01, 0.01], [0.03, 0.05, -0.01], [-0.03, -0.02, 0.02], [-0.01, 0.00, -0.01], [0.09, 0.10, 0.09], [0.01, -0.02, -0.03]]
}



Record 4
{
  "formula": "C24H21ClIN8O4Pd",
  "method": "ωB97M-V with the def2-TZVPD basis set",
  "homo_ev": -11.0462,
  "total_charge": 1,
  "symbols": ["Pd", "C", "N", "C", "N", "C", "N", "C", "C", "C", "C", "C", "C", "C", "N", "N", "C", "O", "C", "C", "C", "C", "C", "C", "N", "C", "N", "C", "N", "C", "H", "H", "H", "H", "H", "H", "H", "H", "H", "H", "H", "H", "H", "H", "H", "H", "C", "C", "O", "H", "H", "H", "I", "Cl", "C", "C", "O", "O", "H", "H"],
  "positions_angstrom": [[-0.25384, -0.09436, -0.27236], [3.64707, 3.88740, 1.27048], [2.53017, 3.24334, 0.58058], [1.71760, 2.27616, 1.00312], [0.89671, 1.93098, 0.02171], [1.27707, 2.74172, -1.00837], [2.25517, 3.55610, -0.70553], [3.30061, 4.47047, 2.61992], [4.33840, 4.74713, 3.50357], [4.07616, 5.31368, 4.74106], [2.77284, 5.59093, 5.12354], [1.73458, 5.30241, 4.24846], [2.00061, 4.76052, 2.99434], [0.34953, 5.52424, 4.65818], [-0.10789, 6.06376, 5.73064], [-1.49792, 5.96487, 5.65760], [-1.76003, 5.37433, 4.54770], [-0.63875, 5.06388, 3.85145], [-3.05045, 4.97861, 3.98920], [-4.21780, 5.15408, 4.72810], [-5.42766, 4.74429, 4.19877], [-5.48223, 4.15358, 2.94152], [-4.32215, 3.98814, 2.20197], [-4.35543, 3.35382, 0.83565], [-3.54232, 2.12985, 0.78116], [-2.35383, 1.95182, 0.23341], [-1.96651, 0.69901, 0.46731], [-2.99262, 0.15353, 1.18606], [-3.95854, 1.00413, 1.39976], [-3.10853, 4.40661, 2.72665], [3.99478, 4.66118, 0.58974], [4.44865, 3.15631, 1.37738], [1.74390, 1.85216, 1.99446], [0.82140, 2.71748, -1.98527], [5.36037, 4.51543, 3.22397], [4.89240, 5.52446, 5.41920], [2.54976, 6.01232, 6.09458], [1.17497, 4.56978, 2.32127], [-4.15944, 5.60210, 5.71149], [-6.33602, 4.87336, 4.77155], [-6.43182, 3.81979, 2.54036], [-3.95403, 4.02434, 0.07609], [-5.36744, 3.07897, 0.55138], [-1.80408, 2.69690, -0.31539], [-3.00066, -0.85324, 1.54716], [-2.19410, 4.28429, 2.15648], [-0.46780, -2.89471, -1.48464], [-0.96964, -2.05819, -0.35601], [-1.59714, -2.32428, 0.58241], [-0.35318, -3.91210, -1.11528], [0.44891, -2.50269, -1.90018], [-1.24633, -2.86528, -2.25074], [-1.20201, 0.31191, -2.61017], [4.31628, 0.09940, 0.77867], [3.32222, -1.38418, 0.79107], [1.90996, -0.99967, 0.46639], [1.06332, -0.76631, 1.35544], [1.55789, -0.86534, -0.75395], [3.37061, -1.82271, 1.78216], [3.71651, -2.05854, 0.03742]],
  "forces_ev_per_a": [[0.10, -0.15, 0.20], [-0.06, -0.05, -0.04], [0.02, 0.10, 0.10], [0.07, 0.05, 0.00], [-0.05, 0.01, -0.18], [-0.02, 0.04, 0.02], [-0.03, -0.12, 0.10], [-0.01, -0.04, -0.01], [0.05, -0.02, 0.03], [0.00, 0.02, 0.03], [0.05, 0.00, 0.04], [-0.05, 0.02, 0.00], [-0.06, 0.00, -0.05], [0.03, -0.02, 0.02], [-0.21, 0.02, 0.04], [0.19, 0.05, 0.06], [-0.01, -0.01, 0.01], [0.01, -0.07, -0.14], [0.04, 0.02, -0.01], [-0.01, 0.02, 0.05], [-0.03, 0.00, 0.01], [-0.04, 0.00, 0.00], [0.04, -0.05, -0.02], [0.08, -0.06, 0.00], [-0.11, 0.18, 0.08], [-0.06, -0.06, 0.02], [-0.02, 0.05, -0.07], [0.04, 0.19, 0.00], [0.08, 0.03, -0.07], [0.05, -0.01, -0.01], [-0.02, 0.02, -0.05], [0.02, -0.01, 0.00], [0.01, 0.01, -0.03], [0.01, -0.01, 0.02], [-0.03, 0.01, 0.01], [-0.01, 0.01, -0.01], [0.01, -0.01, -0.01], [0.02, -0.01, 0.00], [0.00, -0.01, -0.02], [0.01, 0.00, -0.01], [0.02, 0.01, 0.01], [0.01, -0.01, -0.02], [-0.02, -0.04, -0.01], [-0.01, -0.01, -0.01], [-0.01, -0.15, 0.05], [-0.02, 0.00, 0.01], [-0.24, -0.04, -0.07], [0.52, 0.30, -0.33], [-0.41, -0.22, 0.40], [0.00, -0.04, 0.01], [0.08, 0.03, -0.04], [0.03, -0.04, 0.01], [-0.04, 0.03, -0.11], [-0.04, -0.08, 0.00], [0.05, 0.01, 0.00], [0.18, 0.03, -0.01], [-0.20, 0.07, 0.30], [0.00, 0.05, -0.28], [0.02, 0.00, 0.02], [0.03, 0.00, -0.01]]
}



Number 1: calculated total energy -2167.0229 Eh. Number 2: calculated total energy -2779.3700 Eh. Number 3: calculated total energy -2431.4822 Eh. Number 4: calculated total energy -2551.7693 Eh.